1.
{
  "formula": "C8H8N2O4RhS",
  "method": "wB97M-V/def2-TZVPD",
  "s2": 6.051,
  "max_force_ev_per_a": 8.58,
  "e_tot_ha": -1227.52450,
  "lumo_energy_ev": [-11.7, -17.1],
  "homo_lumo_gap_ev": [8.39, 4.42],
  "homo_energy_ev": [-20.1070, -21.4869],
  "multiplicity": 5,
  "charge": 3,
  "elements": ["O", "C", "Rh", "O", "C", "C", "O", "C", "O", "S", "C", "N", "C", "C", "C", "N", "H", "H", "H", "H", "H", "H", "H", "H"],
  "positions_angstrom": [[0.0407, -3.0766, -2.2803], [-0.0582, -1.9353, -2.4369], [-0.1558, 0.0335, -2.6826], [-2.5996, -0.0583, -4.5920], [-1.6765, -0.0177, -3.8973], [1.5428, 0.0055, -3.6745], [2.5905, -0.0149, -4.1595], [-0.0633, 2.0120, -2.5338], [0.0579, 3.1516, -2.3799], [-1.8009, 0.1006, -0.8268], [-0.8121, 0.0263, 0.6043], [-1.4215, 0.1164, 1.7980], [-0.7215, -0.1618, 3.0565], [0.6938, 0.3667, 2.9701], [1.4000, -0.1434, 1.7354], [0.5232, -0.0864, 0.5569], [-2.4338, 0.0414, 1.7669], [-0.7100, -1.2473, 3.2325], [-1.2801, 0.3293, 3.8571], [1.2461, 0.0610, 3.8645], [0.6797, 1.4593, 2.9550], [1.7231, -1.1799, 1.9003], [2.2866, 0.4601, 1.5206], [0.9487, -0.2420, -0.3546]],
  "lowdin_spin": [0.0227, 0.1082, 1.9209, 0.0724, 0.1231, 0.1539, 0.0697, 0.1118, 0.0232, 0.9393, 0.0783, 0.2990, 0.0527, 0.0111, -0.0020, -0.0466, 0.0066, 0.0312, 0.0081, 0.0001, 0.0014, -0.0022, -0.0006, 0.0177]
}

2.
{
  "formula": "C8H8N2O4SV",
  "method": "wB97M-V/def2-TZVPD",
  "s2": 3.778,
  "max_force_ev_per_a": 9.74,
  "e_tot_ha": -2061.63560,
  "lumo_energy_ev": [-10.0, -10.6],
  "homo_lumo_gap_ev": [7.63, 7.05],
  "homo_energy_ev": [-17.6011, -17.6773],
  "multiplicity": 4,
  "charge": 2,
  "elements": ["V", "O", "C", "C", "O", "C", "O", "C", "O", "S", "C", "N", "C", "C", "C", "N", "H", "H", "H", "H", "H", "H", "H", "H"],
  "positions_angstrom": [[0.2434, -1.2733, 0.0939], [-0.5913, 3.9205, 1.4844], [-0.4857, 3.6906, 0.3658], [1.4831, -0.0637, 0.7656], [2.2246, 0.7136, 1.2475], [-1.4040, -0.5744, 0.5800], [-2.4152, -0.0811, 0.9208], [0.1702, -0.8216, -1.7617], [0.0407, -0.2864, -2.7939], [0.3681, -2.5668, 2.0914], [0.1770, -1.3074, 3.3029], [-1.0393, -0.9826, 3.7594], [-1.3156, 0.2974, 4.4555], [-0.1470, 1.2710, 4.4330], [1.1817, 0.5501, 4.5690], [1.2557, -0.6828, 3.7757], [-1.8077, -1.4262, 3.2546], [-1.6094, 0.0835, 5.4964], [-2.1686, 0.7640, 3.9527], [-0.2545, 1.9958, 5.2571], [-0.1726, 1.8585, 3.4996], [1.3524, 0.2785, 5.6178], [1.9939, 1.2082, 4.2491], [2.1420, -0.9220, 3.3344]],
  "lowdin_spin": [2.3055, 0.0000, 0.0002, 0.0893, 0.1377, 0.0835, 0.1371, 0.0778, 0.1341, 0.0206, 0.0102, 0.0014, 0.0007, 0.0001, 0.0007, 0.0002, 0.0002, 0.0000, 0.0002, 0.0000, 0.0000, 0.0000, 0.0002, 0.0004]
}

3.
{
  "formula": "C8H8N4O2",
  "method": "wB97M-V/def2-TZVPD",
  "max_force_ev_per_a": 6.46,
  "e_tot_ha": -678.91666,
  "lumo_energy_ev": [-0.1, -1.7],
  "homo_lumo_gap_ev": [8.60, 6.72],
  "homo_energy_ev": [-8.7504, -8.3981],
  "charge": 0,
  "elements": ["C", "C", "C", "C", "C", "C", "C", "C", "N", "N", "N", "N", "O", "O", "H", "H", "H", "H", "H", "H", "H", "H"],
  "positions_angstrom": [[-2.2844, -1.1915, 0.3897], [-3.0505, -0.1603, -0.1911], [-0.9710, -1.0713, 0.6972], [-2.3726, 1.0570, -0.4540], [-0.2768, 0.1040, 0.3851], [-1.0360, 1.2062, -0.2329], [1.2090, 0.3749, 0.6155], [3.3692, -0.3538, -0.2845], [0.7256, 2.6485, -0.3414], [1.6515, 2.0055, 0.0447], [-0.4555, 2.3172, -0.6489], [1.9553, -0.3293, -0.3940], [1.6199, 0.4211, 1.7881], [1.3684, -0.9357, -1.3911], [-2.8115, -2.1047, 0.5305], [-4.0269, -0.3654, -0.3515], [-0.4138, -1.8464, 1.3444], [-3.0001, 1.7704, -1.0243], [3.9139, -1.2279, -0.5348], [3.8163, 0.3900, -0.8750], [3.6514, -0.2249, 0.7376], [-1.1970, 3.0198, -0.8245]],
  "lowdin_charge": [-0.0926, -0.0346, -0.0329, -0.0266, -0.0316, -0.2174, -0.5564, -0.0225, -0.0054, 0.2281, 0.0420, -0.1838, 0.0285, 0.0194, 0.0960, 0.0661, 0.1607, 0.1222, 0.0897, 0.0807, 0.0874, 0.1832]
}

4.
{
  "formula": "C8H8N4O4",
  "method": "wB97M-V/def2-TZVPD",
  "max_force_ev_per_a": 6.27,
  "e_tot_ha": -829.62823,
  "lumo_energy_ev": -0.3,
  "homo_lumo_gap_ev": 8.73,
  "homo_energy_ev": -9.0718,
  "charge": 0,
  "elements": ["O", "C", "C", "C", "N", "C", "O", "N", "H", "H", "H", "H", "O", "C", "C", "C", "N", "C", "O", "N", "H", "H", "H", "H"],
  "positions_angstrom": [[-1.8702, -1.4459, -3.4727], [-1.4295, -0.5012, -2.8218], [-2.0114, 0.0551, -1.6069], [-1.4504, 1.1055, -0.9995], [-0.3446, 1.7558, -1.5339], [0.3792, 1.2432, -2.6360], [1.4415, 1.6819, -3.0395], [-0.2654, 0.1798, -3.2298], [-2.9420, -0.3754, -1.2321], [-1.8227, 1.5634, -0.0787], [0.1469, 2.4351, -0.8803], [0.2082, -0.2083, -4.0151], [0.3219, 1.5720, 0.5266], [0.6028, 0.6883, 1.3338], [1.8967, 0.3876, 2.1023], [2.0382, -0.8292, 2.7576], [0.9932, -1.7629, 2.9595], [-0.2301, -1.6485, 2.2146], [-0.9632, -2.6321, 1.8525], [-0.3232, -0.5066, 1.4836], [2.8912, 0.9048, 2.3127], [2.9552, -0.9890, 3.2712], [1.0319, -2.5903, 3.6481], [-1.2542, -0.0831, 1.0838]],
  "lowdin_charge": [0.0549, -0.4343, -0.0004, -0.1245, 0.0865, -0.4834, 0.0689, 0.1973, 0.1225, 0.1318, 0.1598, 0.1518, -0.0132, -0.2820, 0.0209, -0.0796, 0.0958, -0.4581, 0.0169, 0.1667, 0.1247, 0.1048, 0.1948, 0.1773]
}

5.
{
  "formula": "C8H8N4O4",
  "method": "wB97M-V/def2-TZVPD",
  "max_force_ev_per_a": 8.68,
  "e_tot_ha": -829.53918,
  "lumo_energy_ev": -0.1,
  "homo_lumo_gap_ev": 7.73,
  "homo_energy_ev": -7.8607,
  "charge": 0,
  "elements": ["O", "C", "C", "C", "N", "C", "O", "N", "H", "H", "H", "H", "O", "C", "C", "C", "N", "C", "O", "N", "H", "H", "H", "H"],
  "positions_angstrom": [[-1.1742, 1.2442, 0.2225], [-0.3574, 0.7306, 1.0291], [0.4605, 1.4273, 2.0549], [0.9251, 0.4855, 3.0327], [0.7306, -0.8501, 3.1773], [0.2837, -1.5965, 1.9392], [0.1529, -2.8053, 1.9179], [-0.1531, -0.6898, 0.9919], [0.4918, 2.4050, 2.2913], [1.2566, 0.7486, 4.0810], [0.8728, -1.2665, 4.0987], [-0.7227, -1.1074, 0.3352], [0.9019, 2.1779, -3.0073], [0.2862, 1.1674, -2.6899], [-0.9194, 1.4017, -1.8743], [-1.4107, 0.2188, -1.3810], [-0.7553, -0.9626, -1.5693], [0.3208, -1.1686, -2.3625], [0.8580, -2.2246, -2.4489], [0.8164, -0.0238, -3.0075], [-1.2512, 2.4359, -1.5674], [-2.2138, 0.1828, -0.5169], [-1.1553, -1.7707, -1.3128], [1.7558, -0.1599, -3.4342]],
  "lowdin_charge": [-0.0651, -0.3100, 0.0647, -0.0799, 0.1051, -0.3955, 0.1006, 0.1992, 0.0604, 0.1408, 0.1549, 0.0808, 0.0201, -0.4965, 0.0024, -0.1352, 0.1099, -0.5148, 0.1106, 0.2098, 0.1490, 0.1810, 0.1136, 0.1940]
}

6.
{
  "formula": "C8H8N4O4",
  "method": "wB97M-V/def2-TZVPD",
  "max_force_ev_per_a": 6.81,
  "e_tot_ha": -829.62703,
  "lumo_energy_ev": 0.3,
  "homo_lumo_gap_ev": 9.60,
  "homo_energy_ev": -9.3000,
  "charge": 0,
  "elements": ["O", "C", "C", "C", "N", "C", "O", "N", "H", "H", "H", "H", "O", "C", "C", "C", "N", "C", "O", "N", "H", "H", "H", "H"],
  "positions_angstrom": [[5.2356, -0.1899, 0.8590], [4.2449, 0.1122, 0.2415], [3.3440, 1.2818, 0.2004], [2.1947, 1.4183, -0.4069], [1.7572, 0.2172, -0.9040], [2.2537, -1.1119, -0.7762], [1.5897, -2.1133, -0.9815], [3.6552, -0.9193, -0.5949], [3.5876, 2.2816, 0.6683], [1.4875, 2.2504, -0.6999], [0.8944, 0.1296, -1.6043], [4.2349, -1.8638, -0.5179], [-1.2861, 1.8605, 0.0013], [-1.9461, 0.8922, 0.1702], [-1.5564, -0.3361, 0.9235], [-2.5742, -1.1274, 1.2724], [-3.8291, -1.1443, 0.5885], [-4.1264, -0.1905, -0.3400], [-4.9430, -0.1540, -1.1564], [-3.2457, 0.8895, -0.3645], [-0.6544, -0.1659, 1.6889], [-2.5360, -1.9956, 1.9800], [-4.4340, -1.8946, 0.5323], [-3.3481, 1.8733, -0.7800]],
  "lowdin_charge": [0.0785, -0.4317, -0.0385, -0.1124, 0.0557, -0.4829, 0.0747, 0.1507, 0.1283, 0.1550, 0.2071, 0.2054, 0.0669, -0.5077, 0.0009, -0.0626, 0.1371, -0.5807, 0.1439, 0.1755, 0.1673, 0.1394, 0.1250, 0.2048]
}

7.
{
  "formula": "C8H8N6",
  "method": "wB97M-V/def2-TZVPD",
  "max_force_ev_per_a": 10.57,
  "e_tot_ha": -637.86616,
  "lumo_energy_ev": -0.5,
  "homo_lumo_gap_ev": 8.77,
  "homo_energy_ev": -9.2505,
  "charge": 0,
  "elements": ["C", "C", "C", "C", "C", "C", "C", "C", "H", "H", "H", "H", "H", "H", "H", "H", "N", "N", "N", "N", "N", "N"],
  "positions_angstrom": [[-2.3679, 0.7805, 2.6675], [0.1391, 0.8021, 0.2121], [0.7972, -0.0325, -0.7340], [1.8261, 0.5877, -1.5522], [2.4701, -0.1245, -2.5343], [2.1113, -1.4845, -2.7240], [1.0982, -2.1625, -1.9237], [0.4969, -1.3353, -1.0275], [-2.6280, -1.0285, 1.5473], [-2.6112, -0.9049, 3.5460], [0.6271, 1.9798, 0.2966], [1.9746, 1.4391, -1.8471], [3.5001, 0.1648, -3.2721], [2.8563, -1.8817, -3.5705], [0.8325, -3.0708, -2.1629], [-0.1977, -1.7850, -0.6299], [-3.0719, -0.4027, 2.6992], [-2.7182, 1.8244, 3.4340], [-1.8919, 2.7969, 2.9981], [-1.0290, 2.3314, 1.9937], [-1.3954, 1.1562, 1.8332], [-0.8182, 0.3499, 0.7505]],
  "lowdin_charge": [-0.5195, -0.1720, -0.1618, -0.0246, -0.1051, -0.0615, -0.0083, -0.0452, 0.2409, 0.1077, 0.2078, 0.0122, 0.1853, 0.1300, 0.0515, 0.0285, 0.0542, 0.0622, -0.0197, 0.0280, -0.1369, 0.1464]
}

8.
{
  "formula": "C8H8NO5",
  "method": "wB97M-V/def2-TZVPD",
  "max_force_ev_per_a": 5.02,
  "e_tot_ha": -740.47995,
  "lumo_energy_ev": 3.6,
  "homo_lumo_gap_ev": 7.38,
  "homo_energy_ev": -3.7496,
  "charge": -1,
  "elements": ["C", "O", "C", "N", "O", "O", "C", "C", "C", "C", "C", "C", "O", "O", "H", "H", "H", "H", "H", "H", "H", "H"],
  "positions_angstrom": [[-0.5713, -2.5205, 0.1704], [-0.3546, -1.3778, 0.9534], [-0.5336, -0.2176, 0.2578], [-1.8814, -0.1947, -0.4381], [-2.8012, -0.5051, 0.2496], [-1.9589, 0.2526, -1.5412], [-0.6502, 0.9148, 1.2649], [0.0472, 2.0492, 1.1233], [0.7427, 2.4442, -0.0248], [0.9848, 1.5980, -1.0846], [0.6197, 0.2135, -0.8965], [1.9432, -0.7255, -0.1547], [2.2886, -0.2530, 0.8943], [2.3776, -1.6045, -0.9155], [-0.7564, -3.4456, 0.8416], [0.1906, -2.7630, -0.4876], [-1.6289, -2.4719, -0.4238], [-1.1513, 0.6807, 2.1291], [-0.1123, 2.6844, 1.9323], [0.9043, 3.5334, -0.1461], [1.6840, 1.9691, -1.8125], [0.6174, -0.2606, -1.8914]],
  "lowdin_charge": [-0.0795, -0.0745, -0.3502, -0.3927, 0.0710, 0.0958, 0.0071, -0.1003, -0.1205, -0.0688, -0.0879, -0.6647, 0.0320, -0.0454, 0.1139, 0.0462, 0.1321, 0.0862, 0.0821, 0.0930, 0.1034, 0.1216]
}

9.
{
  "formula": "C8H8NO6Os",
  "method": "wB97M-V/def2-TZVPD",
  "s2": 6.025,
  "max_force_ev_per_a": 7.86,
  "e_tot_ha": -905.12154,
  "lumo_energy_ev": [-13.4, -18.4],
  "homo_lumo_gap_ev": [6.35, 3.35],
  "homo_energy_ev": [-19.7439, -21.7507],
  "multiplicity": 5,
  "charge": 3,
  "elements": ["O", "C", "Os", "C", "O", "C", "O", "C", "O", "C", "O", "H", "C", "N", "C", "C", "O", "H", "H", "H", "H", "H", "H", "H"],
  "positions_angstrom": [[1.1529, -2.7794, -0.1521], [0.7355, -1.6827, -0.3966], [2.2517, 1.9242, -2.3893], [0.9334, 2.0997, -1.0347], [0.1333, 2.1717, -0.1859], [2.8825, 3.7034, -2.6212], [3.2542, 4.8020, -2.7564], [2.0391, 0.8675, -3.9683], [1.9300, 0.1785, -4.9049], [3.6893, 1.0209, -1.5827], [4.5710, 0.4249, -1.0978], [1.1952, -0.7397, -1.0108], [-2.7742, -0.2310, 0.9477], [-1.9331, -1.0908, 1.8007], [-2.3009, -1.3057, 3.1993], [-0.8636, -1.6389, 1.3127], [-0.4843, -1.2034, 0.1096], [-3.6132, 0.0839, 1.5678], [-3.1404, -0.7880, 0.0774], [-2.2108, 0.6463, 0.6086], [-2.2087, -2.3719, 3.4312], [-1.6423, -0.7345, 3.8669], [-3.3259, -0.9664, 3.3508], [-0.2704, -2.3906, 1.8279]],
  "lowdin_spin": [0.6967, 0.0784, 1.3309, 0.2841, 0.1905, 0.2186, 0.1697, 0.2701, 0.2111, 0.1836, 0.1228, 0.0758, 0.0050, 0.0204, 0.0082, 0.0074, 0.1164, 0.0007, 0.0023, 0.0003, 0.0014, 0.0023, 0.0019, 0.0014]
}

10.
{
  "formula": "C8H8NO6V",
  "method": "wB97M-V/def2-TZVPD",
  "s2": 3.769,
  "max_force_ev_per_a": 8.76,
  "e_tot_ha": -1759.38414,
  "lumo_energy_ev": [-4.5, -5.8],
  "homo_lumo_gap_ev": [7.76, 7.83],
  "homo_energy_ev": [-12.3028, -13.6570],
  "multiplicity": 4,
  "charge": 1,
  "elements": ["O", "C", "V", "C", "O", "C", "O", "C", "O", "C", "O", "H", "C", "N", "C", "C", "O", "H", "H", "H", "H", "H", "H", "H"],
  "positions_angstrom": [[-1.2325, 3.2854, -6.6052], [-1.2467, 3.2708, -5.4708], [-1.2299, 1.0456, -1.3176], [-1.2709, 1.3887, 0.4975], [-1.2966, 1.6024, 1.6283], [-1.2060, -0.7987, -1.1925], [-1.1900, -1.9464, -1.1709], [0.6099, 1.0309, -1.4980], [1.7455, 1.0112, -1.6651], [-3.0599, 0.9783, -1.5708], [-4.1870, 0.9264, -1.7828], [-1.1948, 0.7526, -2.8672], [2.3908, -0.4348, 1.5018], [1.1155, -1.0485, 1.8207], [1.0094, -1.9078, 2.9826], [0.0128, -0.7830, 1.0696], [0.0392, 0.0179, 0.0719], [3.1697, -0.7298, 2.2431], [2.2907, 0.6732, 1.5423], [2.7286, -0.7413, 0.4923], [1.2728, -1.3286, 3.8972], [-0.0221, -2.3001, 3.1221], [1.6986, -2.7717, 2.8882], [-0.9476, -1.1932, 1.3839]],
  "lowdin_spin": [0.0000, 0.0001, 2.0621, 0.1091, 0.1020, 0.0717, 0.0819, 0.0828, 0.0814, 0.1235, 0.1362, -0.0149, 0.0019, 0.0199, 0.0027, 0.0133, 0.1231, 0.0000, 0.0007, 0.0008, 0.0009, 0.0001, 0.0007, 0.0000]
}

11.
{
  "formula": "C8H8O",
  "method": "wB97M-V/def2-TZVPD",
  "s2": 2.012,
  "max_force_ev_per_a": 6.55,
  "e_tot_ha": -384.59329,
  "lumo_energy_ev": [0.9, -0.7],
  "homo_lumo_gap_ev": [5.36, 8.45],
  "homo_energy_ev": [-4.4510, -9.1516],
  "multiplicity": 3,
  "charge": 0,
  "elements": ["C", "C", "C", "C", "C", "C", "C", "C", "O", "H", "H", "H", "H", "H", "H", "H", "H"],
  "positions_angstrom": [[-0.4456, 1.4104, -0.3664], [2.3083, 1.2070, -0.4608], [0.8360, 1.1630, -0.2536], [-1.3302, 0.2701, -0.0309], [-0.8359, -0.9059, 0.0919], [1.7348, 0.0648, -0.0227], [-2.8139, 0.3036, 0.0092], [2.1340, -1.3037, 0.4804], [-0.5548, -1.9874, 0.3487], [-0.9967, 2.2785, -0.7680], [3.0474, 1.9603, -0.6703], [-3.1913, -0.6050, -0.4641], [-3.1724, 1.1158, -0.5821], [-3.2129, 0.0447, 0.9634], [1.4768, -1.6529, 1.2682], [3.1047, -1.4641, 0.7761], [1.9118, -1.8993, -0.3189]],
  "lowdin_spin": [0.1294, 0.0747, 0.1852, 0.4107, 0.5476, 0.0508, 0.0927, 0.0114, 0.4442, 0.0025, 0.0043, 0.0143, 0.0108, 0.0188, 0.0009, 0.0001, 0.0014]
}

12.
{
  "formula": "C8H8O3",
  "method": "wB97M-V/def2-TZVPD",
  "max_force_ev_per_a": 6.92,
  "e_tot_ha": -535.12907,
  "lumo_energy_ev": -0.7,
  "homo_lumo_gap_ev": 8.36,
  "homo_energy_ev": -9.0230,
  "charge": 0,
  "elements": ["O", "C", "C", "C", "O", "H", "H", "H", "H", "C", "C", "C", "O", "C", "C", "H", "H", "H", "H"],
  "positions_angstrom": [[0.6161, -1.6483, 0.9773], [1.2487, -1.0737, 0.1451], [2.4496, -0.2336, 0.4588], [3.6582, -0.3791, -0.4080], [2.7823, 0.7284, -0.5307], [1.0152, -1.1052, -0.9466], [2.5705, 0.0383, 1.5042], [4.6389, -0.1684, 0.0352], [3.6327, -1.0955, -1.2419], [-3.5534, -1.9507, -0.4169], [-2.7457, -1.0803, -0.1972], [-1.8026, -0.0058, 0.0602], [-0.6067, -0.2462, 0.2643], [-2.3372, 1.3706, 0.0479], [-1.5407, 2.4121, 0.2751], [-4.2549, -2.7312, -0.6049], [-3.3956, 1.4878, -0.1516], [-1.9182, 3.4416, 0.2716], [-0.4570, 2.2392, 0.4582]],
  "lowdin_charge": [0.0406, -0.2801, -0.2329, -0.1019, -0.0436, 0.1476, 0.1505, 0.1145, 0.1187, 0.1647, -0.0140, -0.3518, 0.0112, -0.0964, 0.0687, 0.0387, 0.1031, 0.0731, 0.0894]
}